{"formula": "CH3NO5S2", "method": "the ωB97M-V functional and the def2-TZVPD basis", "species": ["C", "N", "O", "O", "O", "O", "O", "S", "S", "H", "H", "H"], "coordinates": [[-1.6069, -0.2826, 0.0662], [-2.3279, -0.2046, 1.0442], [-0.7485, 2.2506, 0.4559], [0.2981, 0.8211, -1.3303], [0.7945, 0.4123, 1.0643], [1.3392, -1.7037, 0.0234], [2.7321, 0.1628, -0.7348], [-0.2877, 0.9950, -0.0037], [2.0699, -0.6298, 0.5279], [-1.5741, -0.8462, -0.7877], [2.4954, -0.1984, -1.5799], [-3.1842, -0.7765, 1.2544]], "nbo_charge": [-0.0885, -0.5499, -0.8679, -0.9552, -0.9200, -0.9291, -0.8739, 2.2797, 1.8116, 0.1930, 0.5161, 0.3840], "lumo_energy_ev": 0.35, "homo_energy_ev": -10.45}

---

{"formula": "C4H4N2S3", "method": "the ωB97M-V functional and the def2-TZVPD basis", "species": ["C", "C", "C", "C", "N", "N", "S", "S", "S", "H", "H", "H", "H"], "coordinates": [[0.2668, -1.0671, -0.3262], [-0.0865, 2.3097, 0.9997], [-0.1455, 0.4456, -0.5177], [0.2943, -0.1344, 1.6439], [0.4736, -1.2880, 0.9422], [0.0909, 0.9679, 0.8151], [-0.7086, 3.2309, -0.2289], [0.4224, 3.0659, 2.5056], [0.3770, 5.0376, 2.1172], [0.2809, -1.9224, -1.0214], [0.6855, 0.9188, -1.2286], [-1.1374, 0.8611, -0.8202], [0.4178, 0.1829, 2.7042]], "nbo_charge": [0.0671, -0.1773, -0.3155, 0.1850, -0.4235, -0.3933, -0.0980, 0.2583, -0.0583, 0.2200, 0.2454, 0.2748, 0.2153], "de_lowest_ev": 2.3626, "lumo_energy_ev": [-1.16, -2.36], "homo_energy_ev": [-8.48, -7.48]}

---

{"formula": "C4H11NOS2", "method": "the ωB97M-V functional and the def2-TZVPD basis", "species": ["C", "N", "C", "C", "O", "C", "S", "S", "H", "H", "H", "H", "H", "H", "H", "H", "H", "H", "H"], "coordinates": [[-2.1111, -0.5052, 0.9771], [-1.6769, -0.0137, -0.3350], [-0.2928, 0.3360, -0.6272], [0.2198, 1.7208, 0.0007], [0.9297, 2.6557, -0.9092], [0.6615, -0.7925, -0.0810], [2.4054, -0.6980, -0.5431], [3.0939, -2.6803, -0.0757], [-1.7379, 0.0441, 1.8321], [-1.9774, -1.6231, 0.8995], [-3.1987, -0.2620, 1.1046], [-2.2599, 0.6681, -0.6213], [-0.2082, 0.4486, -1.6575], [-0.5654, 2.3407, 0.4025], [0.9171, 1.5198, 0.7655], [1.8522, 2.7579, -0.6740], [0.5352, -0.7127, 1.0462], [0.2228, -1.9636, -0.2480], [3.1909, -3.2408, -1.2561]], "nbo_charge": [-0.4389, -0.6217, -0.0753, -0.0860, -0.7444, -0.5829, 0.1147, -0.1293, 0.1807, 0.2061, 0.2071, 0.3578, 0.2112, 0.1786, 0.1660, 0.4732, 0.2095, 0.2497, 0.1241], "smiles": "CN[C@@H](CO)CSS", "de_lowest_ev": 2.8857, "lumo_energy_ev": 0.19, "homo_energy_ev": -8.88}

---

{"formula": "C37H56N10O3", "method": "the ωB97M-V functional and the def2-TZVPD basis", "species": ["C", "C", "C", "N", "C", "H", "H", "H", "H", "H", "C", "C", "C", "N", "C", "H", "H", "H", "H", "H", "C", "C", "C", "N", "C", "H", "H", "H", "H", "H", "C", "C", "C", "N", "C", "H", "H", "H", "H", "H", "C", "C", "C", "N", "C", "H", "H", "H", "H", "H", "C", "C", "C", "N", "C", "H", "H", "H", "H", "H", "C", "C", "C", "N", "C", "H", "H", "H", "H", "H", "C", "N", "C", "C", "O", "H", "H", "H", "H", "H", "H", "H", "C", "N", "C", "C", "O", "H", "H", "H", "H", "H", "H", "H", "C", "N", "C", "C", "O", "H", "H", "H", "H", "H", "H", "H"], "coordinates": [[-27.8113, 25.3351, 4.1895], [-28.2446, 24.1617, 4.8001], [-28.4831, 23.2425, 3.8202], [-28.1921, 23.8209, 2.6093], [-27.7564, 25.1021, 2.8241], [-27.6379, 26.2372, 4.7563], [-28.4435, 24.0626, 5.8550], [-28.7816, 22.2080, 3.8726], [-28.3412, 23.4426, 1.6930], [-27.5765, 25.7762, 2.0014], [-25.9025, 29.8529, 3.8867], [-26.3407, 28.5701, 3.4442], [-27.2886, 28.7306, 2.4869], [-27.4647, 30.0719, 2.2991], [-26.5776, 30.7613, 3.1075], [-25.0798, 30.0433, 4.5566], [-25.9641, 27.5916, 3.7021], [-27.8555, 28.0078, 1.9237], [-28.0383, 30.5168, 1.6074], [-26.5363, 31.8350, 3.0295], [-23.9633, 19.6857, 2.4179], [-23.4425, 19.2893, 1.1763], [-22.3761, 20.0888, 0.9084], [-22.1746, 20.9473, 1.9701], [-23.1391, 20.6794, 2.9166], [-24.7826, 19.2317, 2.9511], [-23.7746, 18.4924, 0.5309], [-21.6404, 20.0562, 0.1197], [-21.3887, 21.5622, 2.0589], [-23.1990, 21.2069, 3.8529], [-23.0788, 25.3325, -2.3866], [-23.3107, 23.9535, -2.5218], [-22.5825, 23.3448, -1.5175], [-22.0654, 24.3209, -0.7085], [-22.3083, 25.5508, -1.2761], [-23.5209, 26.1676, -2.9122], [-23.9164, 23.4636, -3.2659], [-22.4992, 22.2935, -1.2960], [-21.6953, 24.2024, 0.2188], [-21.9621, 26.4705, -0.8342], [-21.8234, 27.4313, 2.4299], [-20.7824, 27.5176, 1.4812], [-21.0555, 28.6187, 0.6865], [-22.1955, 29.2390, 1.1640], [-22.6853, 28.4750, 2.1736], [-22.0333, 26.6948, 3.1884], [-20.0092, 26.8062, 1.2388], [-20.5957, 28.9920, -0.2143], [-22.6871, 30.0003, 0.7357], [-23.6547, 28.6176, 2.6293], [-23.7723, 25.6532, 8.5998], [-23.9301, 24.2517, 8.5564], [-25.2670, 23.9846, 8.7574], [-25.9117, 25.1706, 8.9201], [-25.0180, 26.2125, 8.8547], [-22.7971, 26.1132, 8.5792], [-23.1851, 23.4836, 8.4306], [-25.8148, 23.0572, 8.7896], [-26.8978, 25.2780, 9.0668], [-25.3503, 27.2265, 8.9908], [-23.9337, 29.0258, 6.8966], [-24.2477, 30.3216, 7.3543], [-23.4693, 31.2261, 6.6818], [-22.6765, 30.4928, 5.8345], [-22.9607, 29.1648, 5.9282], [-24.4903, 28.1560, 7.1996], [-25.0613, 30.5801, 8.0145], [-23.3279, 32.2929, 6.6985], [-22.0419, 30.8632, 5.1500], [-22.4699, 28.4050, 5.3433], [-20.0932, 26.1013, 5.6757], [-20.7497, 24.8259, 5.4739], [-20.3641, 23.6898, 6.0748], [-21.0927, 22.4064, 5.7204], [-19.4794, 23.6544, 6.9282], [-19.2477, 26.0685, 6.3576], [-20.8152, 26.7824, 6.1355], [-19.7420, 26.5349, 4.7392], [-21.2801, 24.7419, 4.6087], [-21.9410, 22.2489, 6.3905], [-20.4401, 21.5655, 5.9414], [-21.4425, 22.4440, 4.6896], [-26.9601, 24.4022, -1.5449], [-26.1169, 25.5256, -1.1687], [-26.5239, 26.6046, -0.4817], [-25.4085, 27.5902, -0.1947], [-27.7165, 26.8670, -0.3233], [-26.5841, 23.4203, -1.2440], [-27.0549, 24.3604, -2.6289], [-27.9072, 24.4923, -1.0164], [-25.1328, 25.3692, -1.3447], [-25.7291, 28.6204, -0.0521], [-24.7756, 27.5589, -1.0813], [-24.9101, 27.3351, 0.7427], [-24.3132, 25.7520, 5.1773], [-24.7752, 25.0819, 3.9613], [-23.9251, 24.4230, 3.1584], [-24.4538, 23.9494, 1.8310], [-22.7184, 24.3485, 3.3864], [-23.9703, 26.7141, 4.7814], [-23.5000, 25.1689, 5.6028], [-25.0954, 25.9663, 5.9005], [-25.7916, 25.0702, 3.8774], [-25.5443, 23.9186, 1.7906], [-24.1998, 22.8964, 1.6965], [-24.0916, 24.6003, 1.0380]], "mulliken_charge": [0.1311, -0.6456, -1.0060, 0.1111, -0.5127, 0.6426, 0.4600, 0.4250, 0.2464, 0.0433, -0.6100, 0.8867, -1.7989, 0.0079, -0.7103, 0.3001, 0.8132, 0.6443, 0.2203, 0.4374, -0.7245, -0.5471, -0.5918, 0.1627, -0.4200, 0.4750, 0.4497, 0.5232, 0.2284, 0.4426, -0.3192, -0.2946, -0.6701, 0.0935, -0.2433, 0.4224, 0.4775, 0.3792, 0.3356, 0.0583, 1.1088, -1.5025, -0.5336, 0.0692, -1.4719, 0.2915, 0.4842, 0.5001, 0.2386, 0.8116, -0.2905, -0.2403, -0.7434, 0.0717, -1.0123, 0.5140, 0.5388, 0.4135, 0.1965, 0.6085, 0.8390, -0.7895, -0.6354, 0.0893, -1.1345, 0.2073, 0.3865, 0.4150, 0.2325, 0.2959, -0.9002, 0.3250, 0.7833, -0.5289, -0.7278, 0.4235, 0.1159, 0.3083, 0.0016, 0.1561, 0.4253, -0.1293, -1.1369, 0.0499, 0.5859, -0.8780, -0.6941, 0.3131, 0.3191, 0.4160, -0.1292, 0.5193, 0.4722, -0.0599, -0.5241, 0.7859, 0.3935, 0.6586, -0.7579, 0.1962, 0.0885, 0.0824, -0.6062, -0.1750, 0.0205, -0.4748], "smiles": "c1cc[nH]c1.c1cc[nH]c1.c1cc[nH]c1.c1cc[nH]c1.c1cc[nH]c1.c1cc[nH]c1.c1cc[nH]c1.CNC(C)=O.CNC(C)=O.CNC(C)=O", "de_lowest_ev": 0.6082, "lumo_energy_ev": 0.48, "homo_energy_ev": -8.28}

---

{"formula": "C5H10", "method": "the ωB97M-V functional and the def2-TZVPD basis", "species": ["C", "C", "C", "C", "C", "H", "H", "H", "H", "H", "H", "H", "H", "H", "H"], "coordinates": [[-0.2749, -0.9655, 1.7525], [-0.7031, -0.6400, 0.3165], [-0.2107, 0.6642, -0.2228], [1.2401, 0.7856, -0.6466], [0.1511, 0.5934, -1.6938], [-0.7169, -1.8994, 2.0356], [-0.6886, -0.1669, 2.4604], [0.7884, -0.9131, 1.8064], [-0.4071, -1.5149, -0.3931], [-1.8259, -0.4736, 0.2201], [-0.7596, 1.5634, 0.1353], [2.0533, 0.1201, -0.5325], [1.6036, 1.7962, -0.6952], [-0.3097, 1.3738, -2.2698], [0.0600, -0.3234, -2.2731]], "nbo_charge": [-0.6077, -0.3867, -0.2268, -0.4350, -0.4203, 0.2098, 0.1966, 0.2062, 0.1960, 0.2022, 0.2175, 0.2215, 0.2115, 0.2080, 0.2072], "smiles": "CCC1CC1", "de_lowest_ev": 1.5400, "lumo_energy_ev": 1.31, "homo_energy_ev": -9.88}